Record 1
Here is C44H48CrN10O3 as an isolated structure from OMol25. Energies are from the ωB97M-V functional and the def2-TZVPD basis.

* lowest unoccupied orbital energy (alpha / beta): -8.03 / -7.89 eV
* spin multiplicity: 4
* orbital gap (alpha / beta): 5.84 / 5.98 eV
* M: 816.9 g/mol
* relative energy (zero: lowest compared OMol25 entry of this formula, charge and spin): 18.6 kcal per mole
* net charge: +3

Geometry as XYZ:
```
106
Properties=species:S:1:pos:R:3:mulliken_spin:R:1
C -0.37134 0.44367 8.80506 0.000
C -0.92109 -4.19762 2.81277 0.000
C 1.13082 -1.32169 -2.42616 -0.005
C 0.15156 3.75770 5.21833 0.000
H -2.16598 5.44622 -0.43558 0.000
H -0.76677 -2.46477 -0.94800 0.000
N 0.13511 0.71724 1.52207 -0.070
H -0.80412 2.09424 -5.79078 0.000
N -0.03000 2.77560 -5.94088 0.000
H -0.33915 -2.48902 -3.36921 0.001
H 2.87440 2.54303 -4.33191 0.000
H -0.56901 -5.05775 3.36441 0.000
H 0.70179 3.04861 -7.93689 0.000
H -2.32223 -0.01755 1.06992 -0.009
H 3.08813 2.20476 -6.99198 0.000
C -2.21013 -1.24895 9.09968 0.000
H -2.36083 -1.02950 10.15786 0.000
H 4.90898 5.37793 -0.31600 0.000
C 3.35278 3.87924 -0.29000 0.008
C -2.52877 0.27946 -1.58826 0.035
H -2.21394 2.10643 5.86458 0.000
C 1.51722 4.12253 -1.83341 0.003
H -0.45288 3.68916 -6.08383 0.000
H 1.64460 5.86979 -3.05136 0.000
H 1.15919 1.90648 8.49023 0.000
C -2.49897 1.73098 -1.22922 0.041
C -2.21762 -3.72949 2.95920 0.000
H -3.63839 -2.26132 2.30396 0.000
C 2.28809 2.70313 -6.45081 0.000
O 0.69140 4.79051 4.89967 0.000
H 4.78315 -1.26596 -1.30122 0.000
C -2.23965 0.55027 7.32952 0.000
H 4.48519 3.05747 1.32454 -0.001
H -4.42135 2.17371 -2.06281 0.000
H 0.13665 0.00069 9.65277 0.000
H -0.37356 3.83417 0.09713 0.001
H 4.21857 -2.05403 -3.62185 0.000
C 0.72411 2.69617 -4.63861 -0.003
H 0.79121 1.39214 -7.32252 0.000
C -0.08942 -3.53365 1.92971 0.000
C -0.39020 1.71586 2.24663 0.030
H 2.76930 1.26507 1.49944 -0.003
H -2.17932 -2.19064 -1.97551 -0.004
C 2.75128 -0.77438 -0.87842 0.048
H 2.49119 3.77597 -6.44197 0.000
H 3.78746 6.63277 -2.13921 0.000
C -1.29080 3.50209 -0.37252 0.026
N -1.54660 -0.52969 -0.82436 -0.165
C 3.97794 5.03379 -0.74623 0.001
H -0.66298 -0.78786 -3.47379 -0.003
C 2.11498 2.18283 -5.02209 0.000
H 0.78833 3.68980 -4.19873 0.001
H -3.26911 -1.19870 0.18715 0.001
C -1.73369 -2.05916 1.31672 0.011
C 3.76823 -1.25091 -1.67142 -0.003
C -2.24679 -0.91416 0.45108 0.049
C 2.11644 -1.76120 -3.30457 -0.009
C -3.54289 2.57579 -1.57609 -0.002
H -2.90505 -4.21437 3.63919 0.000
C 3.34419 5.72422 -1.75584 0.000
N -1.38493 2.18657 -0.63938 -0.109
H -1.09308 2.37313 1.75850 0.001
H -2.29951 0.21272 -2.65242 -0.011
N 1.45717 -0.75520 -1.24606 -0.026
H -3.53812 -0.11658 -1.45573 0.005
C -0.07462 1.75461 -3.69432 -0.006
H -3.22055 0.20255 7.02871 0.000
H -1.06336 3.70433 3.61316 0.000
C -0.09034 1.94331 3.59128 -0.002
C -2.28790 4.40014 -0.67773 -0.003
N -0.48281 -2.49072 1.19589 0.011
H -4.24327 4.60646 -1.55579 0.000
H 0.97122 1.10514 5.28540 0.001
C 2.15129 3.39445 -0.82576 0.035
C -1.67079 1.62407 6.66141 0.000
N 3.68743 2.98932 0.71166 0.003
H -3.16885 -1.52469 8.66569 0.000
C 2.74148 2.04587 0.75927 0.029
C 3.44960 -1.70801 -2.94409 0.007
N 1.79426 2.21994 -0.14555 -0.076
C 0.73779 1.01098 4.23328 0.008
C 0.20637 1.51407 8.15185 0.000
C -1.60153 -0.07314 8.39727 0.000
C 0.91651 2.44129 -7.06205 0.000
H -1.54398 -2.11225 9.05335 0.000
H 1.37956 -0.92281 1.53637 -0.037
H 1.88743 -0.77652 3.95296 0.000
Cr 0.15568 0.79963 -0.57119 3.139
H 0.88710 3.69667 7.04087 0.000
C -0.31008 -1.56198 -2.79472 0.036
C 2.12431 5.27703 -2.28249 0.000
C -0.42535 2.10388 7.05730 0.000
C 0.96163 -0.13681 2.14208 0.035
C 1.25035 -0.03407 3.49215 0.000
H 2.13299 1.09040 -5.01225 -0.001
H 2.97645 -0.40712 0.11117 -0.008
H 1.82094 -2.17104 -4.26135 0.000
C -1.24169 -1.75966 -1.61278 0.012
H 0.93986 -3.84869 1.78988 0.000
H 0.57041 3.78935 -2.22454 0.012
C -2.63004 -2.64413 2.20405 0.000
C -3.44152 3.92745 -1.29743 0.008
N 0.24520 3.19643 6.44248 0.000
O -1.13719 1.31384 -4.16042 0.006
O 0.45429 1.50693 -2.57491 -0.048
N -0.61477 3.04027 4.22731 -0.001
```

---

Record 2
Here is C44H48LiN6O4PTe as an isolated structure at a distorted geometry from OMol25. Energies are from the ωB97M-V functional and the def2-TZVPD basis.

* lowest unoccupied orbital energy (alpha / beta): 2.06 / 2.06 eV
* spin multiplicity: 2
* orbital gap (alpha / beta): 6.97 / 6.97 eV
* M: 890.4 g/mol
* relative energy (zero: lowest compared OMol25 entry of this formula, charge and spin): 0.0 kcal per mole
* net charge: -1

Geometry as XYZ:
```
105
Properties=species:S:1:pos:R:3:mulliken_spin:R:1
H -1.26311 6.18930 1.45415 0.000
C 6.44475 -1.16350 -0.94757 0.000
H -0.56495 4.78157 -2.23881 0.000
C 2.09787 1.22888 -1.57820 0.000
H -0.90503 -8.01853 0.77762 0.000
O -1.91755 -3.94505 -2.10884 0.023
C -0.46601 3.74933 -2.32872 0.000
C -0.15225 1.00205 -2.77865 0.012
C -4.68423 -2.02002 -0.54942 0.001
C 2.95240 2.83664 3.17918 0.000
C -3.00581 5.07670 6.00433 0.000
C 0.82865 1.75646 -2.04353 0.002
H 5.29419 -3.60195 -3.06139 0.000
C 3.72981 0.43787 3.14485 0.000
H 7.61144 -4.12939 -2.96328 0.000
H 3.23428 3.52469 2.36707 0.000
H -2.34387 2.58564 5.89397 0.000
H -6.08641 -0.08015 -3.41459 0.000
C 2.79175 1.37963 2.78998 0.000
H 0.22377 5.23927 1.39860 0.000
C 5.48902 -1.90930 -1.61978 0.001
H 1.65304 -4.05311 -0.53027 0.020
H -3.43307 6.04294 5.64769 0.000
C 1.63749 -5.86903 0.45470 0.001
H -3.94882 -2.78626 -0.37318 -0.001
C 5.95677 -2.93763 -2.47264 0.000
C -3.32350 -1.30625 -2.74534 0.035
H -2.65065 0.60563 -0.06612 0.001
H -0.99763 -0.67320 -2.97725 -0.018
C -2.32293 4.38794 4.83489 0.000
H 2.49612 -2.35739 1.69911 0.006
H -2.67507 -2.11188 -2.53864 -0.003
C -0.80657 0.91888 4.22752 0.000
C 1.70038 0.93766 2.05010 0.004
O -2.00357 0.95399 -4.27538 0.001
C 0.63220 3.12922 -1.87641 0.001
H -2.01045 0.08799 -6.04259 0.000
H 2.01249 3.13927 3.64103 0.000
N 2.42126 -0.02030 -1.60135 0.000
H -1.22207 1.70717 -6.05490 0.000
C -0.31485 -4.98787 -0.67006 0.020
H 4.49538 0.81976 3.77836 0.000
H -5.61229 -2.29235 -0.08562 0.000
C 2.56799 -1.34709 2.05938 0.005
H 6.04332 -0.40777 -0.27161 0.000
H -1.05614 0.66966 5.23434 0.000
H -2.02750 -6.20389 -0.63527 0.000
H 2.84485 1.92909 -1.29814 0.000
C -1.14696 4.48298 2.73112 -0.001
N -0.30845 -2.69454 -1.08890 0.913
C 3.63603 -0.91496 2.84200 0.001
C -0.37129 -7.12379 0.41032 0.007
H 8.45097 -0.90619 -0.41100 0.000
C -1.01642 -6.13978 -0.31769 0.001
C -1.41993 3.01991 -3.08891 -0.001
H -6.20149 -0.09798 0.10584 0.000
C 8.27077 -2.50303 -1.78901 0.000
H -0.33098 0.38604 -5.38058 0.000
H 0.31283 0.75154 4.00740 0.000
H -3.28750 -1.00004 -3.76991 0.007
N -5.34765 0.70611 -1.58741 0.000
H -1.37387 0.27458 3.57420 0.000
H 3.78839 2.93181 3.93159 0.000
C 0.91949 -7.00241 0.89322 0.001
Te 0.13954 2.21619 1.25974 -0.001
N -4.22148 -0.75074 0.08381 -0.002
C 1.02480 -4.87370 -0.26712 0.002
H 4.43741 -1.58430 3.16561 0.000
N -3.03466 -0.10177 -1.95837 -0.008
C -3.98458 0.98528 -2.11511 0.002
H -2.26398 3.58944 -3.46824 0.000
C -5.23893 0.31981 -0.20591 0.000
H -3.84514 4.53310 6.42747 0.000
C -0.80894 5.20158 1.48247 0.000
H -1.08457 4.75404 0.50325 0.000
H 1.39644 3.71640 -1.33116 0.000
H -2.26861 5.20864 6.81888 0.000
H -5.00253 1.17665 0.42195 0.000
H 2.68268 -5.78269 0.75432 0.000
C -2.96477 -0.35600 -0.51868 0.034
H -4.03698 1.29459 -3.18743 0.000
P -4.97454 -1.99931 -2.38842 -0.001
O -0.07727 -0.34238 -3.04667 -0.004
H 9.28525 -2.81495 -1.86242 0.000
H 1.38093 -7.69720 1.56910 0.000
O 3.15738 -2.46958 -1.42420 0.003
H -6.92706 -0.57857 -1.91764 0.000
C -1.92037 5.12384 3.74167 0.001
C -1.35147 0.77151 -5.51228 0.000
C -1.99956 3.04924 4.96050 0.001
C -0.92080 -3.80605 -1.37034 -0.033
C -1.23971 2.36512 4.01530 -0.001
C -1.19306 1.67815 -3.37917 -0.001
C -0.84684 3.12686 2.89682 0.000
H -2.16565 -1.07085 -0.26282 -0.008
N 3.71145 -0.24887 -1.29731 -0.001
C 7.29798 -3.22140 -2.46496 0.000
C 1.62556 -0.39020 1.66940 0.014
H -2.25693 6.14946 3.63883 0.000
H -3.57772 1.82076 -1.53903 -0.001
C 4.01870 -1.53100 -1.46267 0.000
C -5.96334 -0.38762 -2.36036 0.000
Li 1.42187 -1.82049 -1.58967 0.002
H 0.86740 -0.82763 0.97271 -0.036
C 7.78330 -1.49092 -1.00348 0.000
```